[1]
# C6H26O7

A cluster of 7 separate species, C6H26O7 in total (ωB97M-V/def2-TZVPD, the OMol25 dataset).

Values from the calculation:
energy relative to the best compared isomer or geometry (same formula, charge and spin) = 49.25 kcal per mole
HOMO energy = -9.83 eV
SMILES = CCO.CCO.CCO.O.O.O.O
gap between HOMO and LUMO = 9.79 eV

Each line ends with the Löwdin charge.
CARTESIAN COORDINATES (ANGSTROEM)
1 O 3.01117 -1.70045 0.98929  -0.056
2 O -0.95314 -0.87295 5.02643  -0.102
3 O 0.21802 -1.17288 -0.38372  -0.045
4 O -2.62034 -1.36262 0.64675  -0.056
5 O 3.45900 -1.62230 -4.42778  -0.078
6 O -1.98206 0.98310 -0.47235  -0.107
7 O 0.54676 1.92091 0.13279  -0.025
8 C 0.09719 -0.98309 4.07131  -0.266
9 C 3.87632 -0.82121 -3.35675  -0.327
10 C -4.32707 1.47378 -1.05492  -0.072
11 C 2.61404 -0.28694 -2.71408  -0.089
12 C -0.18644 0.15040 2.96317  -0.068
13 C -2.93578 2.00685 -0.67177  -0.296
14 H -3.03395 2.59726 0.23922  0.115
15 H -2.68063 -0.49839 0.23967  -0.024
16 H 0.00304 -1.98769 3.65897  0.105
17 H -1.15214 1.39289 -0.21761  0.027
18 H -4.53002 0.62111 -0.40693  0.063
19 H 0.58713 0.08500 2.19804  0.043
20 H 4.40125 -1.47727 -2.66238  0.115
21 H -4.33303 0.99968 -2.03639  0.077
22 H 3.60625 -1.03917 0.63596  0.021
23 H -0.54936 -1.06347 0.17787  -0.006
24 H -1.15141 0.00560 2.47740  0.052
25 H 0.29969 2.34275 0.95574  0.059
26 H 1.82630 0.09523 -3.36332  0.086
27 H -3.13110 -1.93412 0.07339  0.048
28 H 4.44614 0.04303 -3.69806  0.106
29 H -2.67219 2.62029 -1.53333  0.111
30 H 2.15013 -1.45311 0.65216  -0.019
31 H 2.95638 0.58990 -2.16450  0.064
32 H 0.36819 -0.30427 -0.75680  0.004
33 H 1.24955 2.46902 -0.21632  0.068
34 H 4.14411 -2.18290 -4.79921  0.083
35 H -0.18117 1.07488 3.54058  0.069
36 H -1.72771 -1.17722 4.54783  0.076
37 H 1.05980 -0.86578 4.56905  0.109
38 H 2.26620 -0.95579 -1.92685  0.055
39 H -5.03911 2.28995 -0.93260  0.080

Force components x, y, z for each atom (eV/Å):
0.341 -0.120 0.251
0.192 -0.003 0.444
0.715 -0.231 -0.035
-0.071 -0.603 0.558
-0.550 -0.478 -1.155
-0.729 -0.169 -0.271
-0.050 -0.045 -0.053
-1.447 0.982 -1.378
-0.862 -0.271 -0.310
1.115 -0.950 0.671
0.626 0.671 1.425
1.027 -1.628 1.305
-0.928 0.212 -0.770
0.054 0.253 -0.029
0.244 0.662 -0.263
0.565 0.022 -0.392
0.408 0.061 -0.137
-0.555 0.255 0.457
0.086 0.369 0.007
0.398 0.531 0.324
-0.017 0.577 -0.289
0.177 0.122 -0.049
-0.600 -0.221 0.219
-0.083 -0.139 0.193
0.031 0.043 0.482
0.151 -0.555 -0.294
-0.020 -0.301 -0.080
0.548 -0.195 -0.045
0.557 0.443 0.243
-0.687 -0.018 -0.280
-0.070 0.339 0.270
0.000 0.247 -0.125
0.183 0.129 -0.267
0.249 0.170 0.237
0.077 0.221 -0.370
-0.271 0.037 0.222
-0.157 0.146 -0.071
-0.477 -0.220 -0.450
-0.171 -0.344 -0.195

---

[2]
# C13H42N2O9

A structure of composition C13H42N2O9 (ωB97M-V/def2-TZVPD, the OMol25 dataset).

Values from the calculation:
energy relative to the best compared isomer or geometry (same formula, charge and spin) = 500.70 kcal per mole
HOMO energy = -7.68 eV
gap between HOMO and LUMO = 6.33 eV

Each line ends with the Löwdin charge.
CARTESIAN COORDINATES (ANGSTROEM)
1 O -0.12175 3.47398 -3.01600  -0.028
2 O -1.12518 -4.29018 1.61655  -0.051
3 O -0.94158 0.84787 0.69791  0.110
4 O -3.01515 0.93304 0.32917  -0.025
5 O -0.72083 2.62511 1.39040  -0.041
6 O 3.27272 -1.89868 -1.96922  -0.066
7 O -0.49243 -1.27715 0.47607  -0.027
8 O 0.33173 0.20369 -0.87675  -0.114
9 O 0.15628 1.03649 2.26891  -0.065
10 N -0.35954 -0.11004 0.10205  -0.273
11 N 0.12828 -2.00833 -1.25912  0.278
12 C 2.86715 -2.81522 0.20621  -0.036
13 C -2.04982 2.03265 -2.20440  -0.001
14 C -3.47159 -3.84111 1.38803  -0.059
15 C 2.74697 -0.37908 -0.21700  -0.055
16 C 3.47456 -1.66395 -0.57314  -0.430
17 C 0.22174 4.77950 1.05521  -0.020
18 C -0.45938 2.27838 -2.32572  -0.450
19 C -2.06949 -3.25178 1.27525  -0.446
20 C 1.44211 2.60067 0.17793  -0.024
21 C 1.05136 -0.03420 2.31451  -0.123
22 C 0.15233 1.06847 -2.98749  -0.049
23 C 0.10736 3.32100 0.45398  -0.387
24 C -1.85184 -2.06049 2.23954  -0.033
25 H -0.68206 1.73214 1.04013  -0.253
26 H -0.53315 5.01726 1.80469  0.072
27 H 0.13782 5.57344 0.31312  0.059
28 H -0.12906 0.12571 -2.51831  0.061
29 H -1.93549 -2.82429 0.28157  0.109
30 H 1.78438 -2.93914 0.18797  0.053
31 H 1.66469 -0.26614 -0.28023  0.014
32 H -0.46257 3.35913 -0.47436  0.082
33 H -0.06831 1.01125 -4.05339  0.092
34 H 0.24481 -2.85168 -0.71571  0.124
35 H -3.43494 1.63128 -0.17328  0.032
36 H 3.19229 -3.74515 -0.26025  0.081
37 H 0.93934 -1.66771 -1.75537  0.117
38 H -2.60335 1.78802 -3.11096  0.085
39 H 0.06188 2.41928 -1.37886  0.051
40 H 0.61313 -0.90890 2.79509  0.088
41 H -3.85324 -4.18514 2.34933  0.087
42 H -4.20162 -3.10014 1.06229  0.082
43 H -0.36526 0.72504 1.52554  -0.209
44 H 4.56139 -1.58106 -0.56755  0.145
45 H 1.34223 1.52981 0.00078  0.035
46 H 2.08459 3.00048 -0.60661  0.102
47 H -1.68059 -2.41162 3.25713  0.094
48 H -0.63567 -2.19396 -1.89317  0.154
49 H -2.22410 1.18303 -1.54419  0.041
50 H -2.07792 1.06400 0.18532  -0.101
51 H -3.54854 -4.69028 0.70899  0.072
52 H -0.54080 4.23057 -2.59938  0.088
53 H 1.23450 1.19780 -2.97152  0.097
54 H 3.08667 0.41233 -0.88511  0.104
55 H -1.34955 -5.11471 1.17905  0.076
56 H -2.56093 2.86282 -1.71686  0.082
57 H -1.02677 -1.42918 1.90966  0.021
58 H -2.78329 -1.51208 2.38009  0.095
59 H 3.04631 -0.16044 0.80802  0.095
60 H 2.01758 2.72264 1.09557  0.099
61 H -0.13688 -1.24916 -0.64801  -0.104
62 H 1.95624 0.32681 2.80336  0.108
63 H 4.05461 -2.37402 -2.25956  0.090
64 H 1.12858 4.97587 1.62720  0.065
65 H 3.17466 -2.90620 1.24797  0.094
66 H 1.23438 -0.34834 1.28694  0.034

Force components x, y, z for each atom (eV/Å):
0.008 -0.277 -1.057
0.581 0.822 -0.425
-5.188 -13.554 -13.141
-3.593 -0.254 -0.388
-0.243 9.012 0.286
-0.531 -0.208 -0.769
-1.431 3.171 4.314
-1.749 0.896 2.094
6.087 -2.382 7.961
-0.566 3.382 -0.562
1.165 -4.386 -6.882
0.865 -1.546 0.178
1.553 0.201 0.537
-0.518 0.299 -0.762
2.371 0.448 0.115
-1.642 0.233 -0.528
0.373 -0.163 -0.249
-1.697 -0.396 -0.297
-0.645 -0.017 2.200
0.559 0.417 1.301
0.025 0.345 0.721
0.464 0.579 -2.251
-1.235 1.696 1.658
-0.709 -1.045 1.479
1.590 8.738 1.589
-0.472 -0.641 -0.277
0.174 -0.090 -0.299
-0.181 0.651 -1.231
-0.010 -0.597 -0.417
0.184 0.736 0.128
1.930 -1.439 -0.072
-0.010 1.009 0.535
-0.393 0.176 -0.154
0.424 -0.092 -0.029
-0.500 0.063 0.170
0.298 -0.198 -0.001
0.687 -0.974 -0.630
0.559 0.265 -0.421
-0.989 -1.090 -0.774
0.342 -0.273 0.557
0.759 0.130 0.333
-0.036 0.061 -0.211
1.983 -0.812 6.898
-0.002 0.172 1.399
0.145 1.077 0.220
-0.395 0.351 -0.312
0.249 -0.453 0.014
-0.051 -0.063 -0.697
0.219 -0.002 -0.479
-1.877 0.665 -0.347
-0.117 -0.124 -0.164
-0.091 -0.066 0.224
0.219 -0.350 0.269
0.330 0.175 0.098
-0.239 0.011 -0.129
0.112 0.298 -0.056
-1.554 -0.771 2.038
0.017 0.361 -0.609
0.111 0.397 -0.197
0.163 -0.218 0.118
0.685 -3.817 -2.950
0.324 -0.476 -0.087
-0.211 -0.133 -0.403
0.449 -0.351 -0.280
0.028 0.386 0.054
0.843 0.031 1.052

---

Number 1: E_tot -20975.182 eV. Number 2: E_tot -35545.844 eV.